Entry 1:
A molecular structure, C6H55INbO26S in a non-equilibrium geometry. Source: OMol25; level of theory: ωB97M-V/def2-TZVPD.

The geometry in XYZ format:
```
90
C6H55INbO26S, DFT ωB97M-V/def2-TZVPD
C -4.301 -1.091 0.249
S -3.098 -2.427 0.237
O -3.263 -3.114 -1.043
O -3.438 -3.301 1.364
Nb -0.656 -1.736 0.500
I 2.086 -1.066 0.774
C -1.112 0.502 0.480
C -0.101 1.334 1.136
O 0.377 2.356 0.654
C -0.262 -1.902 -1.733
C -0.327 -3.299 -2.379
O -1.207 -3.373 -3.504
C -0.823 -1.898 2.766
O 0.401 -1.819 3.491
O 0.933 -3.120 3.634
H -3.863 -0.122 0.035
H -5.003 -1.327 -0.547
H -4.837 -1.129 1.190
H -0.153 -3.496 0.558
H -2.014 0.635 1.089
H -1.284 0.885 -0.525
H 0.247 1.023 2.130
H 0.738 -1.525 -1.936
H -0.975 -1.220 -2.206
H -0.711 -4.033 -1.680
H 0.668 -3.638 -2.679
H -0.844 -2.820 -4.200
H -1.422 -1.033 3.072
H -1.393 -2.780 3.061
H 1.076 -3.474 2.735
O 1.663 4.853 -0.035
H 1.508 3.964 0.315
H 2.281 5.268 0.572
O -0.269 6.198 -2.536
H -0.287 5.775 -1.667
H 0.670 6.338 -2.696
O 4.608 1.295 1.618
H 4.776 1.806 2.416
H 3.914 1.789 1.177
O -2.435 -6.157 0.015
H -2.477 -6.206 0.975
H -2.678 -5.240 -0.182
O -1.374 3.149 -1.343
H -1.549 3.781 -2.049
H -0.469 3.317 -1.054
O -1.933 -8.481 -1.867
H -1.021 -8.753 -2.010
H -1.853 -7.592 -1.491
O -3.589 -6.820 3.134
H -4.106 -6.569 2.360
H -3.713 -7.771 3.200
O 4.597 3.855 0.248
H 5.534 3.869 0.022
H 4.177 3.397 -0.499
O -0.787 -5.117 5.629
H -1.652 -4.971 5.234
H -0.175 -4.733 4.988
O -2.028 4.164 -4.320
H -2.859 4.405 -4.743
H -1.345 4.440 -4.936
O -1.986 2.559 3.262
H -1.497 3.268 3.687
H -2.573 3.006 2.644
O 1.627 -5.742 2.663
H 1.414 -6.633 2.953
H 2.234 -5.413 3.336
O 5.156 6.807 0.492
H 5.067 5.881 0.758
H 5.735 7.196 1.153
O 7.658 4.232 0.176
H 7.617 3.731 0.998
H 8.590 4.415 0.038
O 3.231 2.166 -1.547
H 2.795 2.459 -2.351
H 2.729 1.389 -1.266
O -2.608 7.757 -2.088
H -1.686 7.499 -2.252
H -2.563 8.672 -1.800
O 1.039 -7.523 -1.927
H 0.752 -6.921 -2.621
H 1.919 -7.220 -1.689
O -4.372 4.514 -2.500
H -3.495 4.125 -2.566
H -4.212 5.385 -2.121
O -1.763 -0.542 -5.205
H -2.204 -0.274 -6.016
H -2.237 -1.335 -4.924
O 3.865 3.437 3.723
H 4.035 3.945 4.521
H 3.165 3.915 3.268
```

Calculated values
Frontier orbital gap   6.3 eV
Net charge   -1

=====

Entry 2:
6 unconnected molecules or ions with the total composition C42H47BClFN3O23 in a non-equilibrium geometry. Source: OMol25; level of theory: ωB97M-V/def2-TZVPD.

The geometry in XYZ format:
```
118
C42H47BClFN3O23, DFT ωB97M-V/def2-TZVPD
C 5.721 -4.093 3.907
C 4.672 -3.361 3.041
C 4.187 -2.097 3.755
C 3.457 -1.187 2.786
N 2.738 -0.019 3.414
B 2.698 1.186 2.520
O 3.747 2.044 2.424
O 1.550 1.418 1.812
C 1.455 0.740 0.556
C 3.114 0.242 4.709
N 4.379 0.661 5.108
C 4.478 2.119 5.425
C 5.638 2.866 4.746
C 6.614 2.022 3.954
F 5.097 3.857 3.935
N 2.153 0.068 5.589
Cl 2.401 0.300 7.242
C 0.804 -0.372 5.188
O 0.863 -1.735 4.961
C -0.399 -2.231 4.492
C -0.539 -2.112 2.990
H 5.813 -3.623 4.883
H 5.462 -5.135 4.071
H 6.701 -4.078 3.439
H 5.176 -3.073 2.120
H 3.840 -4.024 2.821
H 5.087 -1.586 4.094
H 3.561 -2.397 4.595
H 2.678 -1.778 2.304
H 4.126 -0.846 1.995
H 3.931 2.225 1.497
H 2.429 0.513 0.117
H 0.906 -0.199 0.635
H 0.917 1.370 -0.143
H 4.700 0.075 5.871
H 4.629 2.207 6.499
H 3.526 2.604 5.226
H 6.200 3.383 5.521
H 6.744 1.029 4.368
H 6.309 1.994 2.913
H 7.584 2.514 3.983
H 0.465 0.214 4.336
H 0.136 -0.146 6.022
H -0.463 -3.270 4.800
H -1.224 -1.703 4.976
H -1.508 -2.514 2.694
H 0.224 -2.696 2.482
H -0.524 -1.070 2.673
C -4.779 -6.426 0.145
C -3.992 -5.857 1.068
C -3.527 -4.428 0.951
O -2.824 -3.989 1.849
C -3.929 -3.659 -0.205
C -4.717 -4.226 -1.134
C -5.195 -5.648 -1.005
O -5.911 -6.050 -1.900
O -5.137 -3.598 -2.214
O -3.562 -6.495 2.147
H -5.119 -7.449 0.219
H -3.581 -2.639 -0.284
H -5.708 -4.225 -2.708
H -3.018 -5.857 2.644
C -9.802 -5.157 -4.828
C -10.914 -5.827 -5.161
C -11.166 -7.235 -4.692
O -12.211 -7.759 -5.028
C -10.157 -7.881 -3.875
C -9.041 -7.215 -3.542
C -8.800 -5.796 -3.994
O -7.769 -5.255 -3.639
O -8.085 -7.749 -2.797
O -11.872 -5.316 -5.918
H -9.612 -4.146 -5.160
H -10.342 -8.897 -3.555
H -7.382 -7.075 -2.678
H -12.554 -6.010 -5.997
C 3.007 7.497 1.081
C 3.649 6.816 2.039
C 4.802 7.410 2.807
O 5.306 6.719 3.674
C 5.241 8.750 2.469
C 4.602 9.432 1.507
C 3.431 8.849 0.758
O 2.901 9.543 -0.087
O 4.940 10.657 1.140
O 3.333 5.575 2.390
H 2.177 7.082 0.525
H 6.079 9.161 3.013
H 4.317 10.914 0.433
H 3.962 5.322 3.096
C 1.315 5.079 -1.479
C 0.673 6.143 -1.987
C 0.166 6.163 -3.407
O -0.420 7.157 -3.780
C 0.409 4.996 -4.245
C 1.053 3.944 -3.731
C 1.536 3.915 -2.310
O 2.100 2.905 -1.920
O 1.316 2.837 -4.429
O 0.437 7.241 -1.292
H 1.681 5.052 -0.462
H 0.056 5.021 -5.267
H 1.785 2.233 -3.823
H -0.039 7.852 -1.889
C -1.831 1.044 -7.913
C -1.054 1.088 -6.822
C -0.692 -0.156 -6.051
O 0.033 -0.027 -5.079
C -1.225 -1.427 -6.498
C -2.004 -1.470 -7.588
C -2.348 -0.231 -8.374
O -3.048 -0.370 -9.358
O -2.530 -2.588 -8.060
O -0.541 2.206 -6.332
H -2.095 1.929 -8.475
H -0.972 -2.311 -5.929
H -3.043 -2.334 -8.852
H -0.013 1.947 -5.543
```

Calculated values
Frontier orbital gap   6.9 eV
Net charge   +1

=====

It is found that the HOMO level values, taken in the order of the records, are -5.43; -10.58 eV.
It is found that the E values, taken in the order of the records, are -2970.49745; -4108.10551 Ha.